<P>
Here is a single C5H13N molecule from the Open Molecules 2025 dataset. Energies are from the ωB97M-V functional and the def2-TZVPD basis.

## Properties
* structure (SMILES): CC[C@H](C)NC
* HOMO-LUMO gap: 0.3403 Eh
* LUMO energy: 1.104 eV

Structure (XYZ):
```
19
C5H13N | the Open Molecules 2025 dataset | the ωB97M-V functional and the def2-TZVPD basis
C 0.15312 1.12847 1.97938
C 0.49792 0.52014 0.67916
C -0.61524 -0.03300 -0.17242
C -1.09120 -1.34883 0.54835
N -0.34966 -0.17964 -1.56359
C 0.87490 0.14724 -2.24267
H -0.29479 0.42978 2.60921
H 1.07044 1.54620 2.48185
H -0.64194 1.90938 1.89852
H 1.18667 -0.42349 0.81324
H 0.98278 1.26776 0.00267
H -1.39212 0.84548 0.10367
H -2.18502 -1.67975 0.03267
H -0.96887 -1.23521 1.60545
H -0.29445 -2.11030 0.19578
H -0.52790 -1.16134 -1.88615
H 1.64306 -0.56823 -1.71240
H 0.76116 -0.33323 -3.24768
H 1.19114 1.27856 -2.12502
```

=====

<Q>
Here is a 2-piece molecular cluster, C5H13N overall from the Open Molecules 2025 dataset. Energies are from the ωB97M-V functional and the def2-TZVPD basis.

## Properties
* structure (SMILES): C=CN.CCC
* HOMO-LUMO gap: 0.3559 Eh
* LUMO energy: 1.044 eV

Structure (XYZ):
```
19
C5H13N | the Open Molecules 2025 dataset | the ωB97M-V functional and the def2-TZVPD basis
C -2.53510 -1.37986 -1.40078
C -1.78869 -0.61269 -0.48841
N -1.98685 0.81327 -0.22562
H -3.18906 -0.80082 -1.93808
H -2.21360 -2.40977 -1.37590
H -1.08829 -1.16032 0.23243
H -1.29770 0.94147 0.59747
H -2.93459 0.97194 0.09358
C 1.51281 -0.68069 -0.17161
C 2.54997 0.15667 0.72076
C 1.88730 1.47464 1.18956
H 0.87358 -0.05611 -0.91348
H 1.91298 -1.48502 -0.66603
H 0.88369 -1.02010 0.65029
H 2.81706 -0.31452 1.63462
H 3.38932 0.46319 0.17957
H 0.88647 1.87126 0.54118
H 2.66356 2.23472 1.21748
H 1.44676 1.32275 2.22905
```

=====

<R>
Here is a 2-piece molecular cluster, C5H13N overall from the Open Molecules 2025 dataset. Energies are from the ωB97M-V functional and the def2-TZVPD basis.

## Properties
* structure (SMILES): C=CN.CCC
* HOMO-LUMO gap: 0.3371 Eh
* LUMO energy: 1.038 eV

Structure (XYZ):
```
19
C5H13N | the Open Molecules 2025 dataset | the ωB97M-V functional and the def2-TZVPD basis
C 2.83927 -1.21110 -2.23000
C 1.61406 -1.35449 -2.78083
N 0.42933 -1.06189 -2.07339
H 2.99778 -0.89860 -1.18179
H 3.71999 -1.16406 -2.79183
H 1.57772 -1.71455 -3.82060
H 0.38669 -1.11082 -1.10710
H -0.45600 -1.25466 -2.56378
C -1.79462 1.16415 2.73390
C -0.87104 0.41517 1.87615
C -0.64227 1.03313 0.47513
H -2.35472 0.52894 3.41366
H -2.77727 1.51104 2.07729
H -1.32531 2.06975 3.29263
H -1.30492 -0.62542 1.87271
H 0.08114 0.34971 2.44839
H -0.06074 0.18058 -0.00483
H -1.52322 1.06726 -0.16043
H -0.53588 2.07585 0.52470
```

=====

<S>
Here is a 2-piece molecular cluster, C5H13N overall from the Open Molecules 2025 dataset. Energies are from the ωB97M-V functional and the def2-TZVPD basis.

## Properties
* structure (SMILES): C=CC.CNC
* HOMO-LUMO gap: 0.3512 Eh
* LUMO energy: 1.149 eV

Structure (XYZ):
```
19
C5H13N | the Open Molecules 2025 dataset | the ωB97M-V functional and the def2-TZVPD basis
C 2.12770 -1.16014 -1.70341
C 2.03596 -1.10908 -0.36369
C 1.93053 0.16525 0.42629
H 2.67681 -2.04239 -2.03859
H 2.09055 -0.23168 -2.25289
H 2.16360 -1.97280 0.28176
H 2.83624 0.19023 1.04573
H 1.10248 0.32961 1.11767
H 1.96609 1.08129 -0.17032
C -1.80596 1.62153 0.73091
N -2.46535 0.34063 0.73225
C -1.74021 -0.66878 -0.00853
H -1.32542 1.88838 1.69411
H -2.47208 2.46196 0.51595
H -0.98559 1.65267 -0.00829
H -3.45559 0.43222 0.60323
H -0.74804 -0.87167 0.39259
H -2.23188 -1.65143 0.08837
H -1.69986 -0.45580 -1.08313
```

=====

Which one is most stable, and which one is least stable? <S> is the most stable of them, while <Q> is the least stable.

=====

<P>
Here is a single C5H13N molecule from the Open Molecules 2025 dataset. Energies are from the ωB97M-V functional and the def2-TZVPD basis.

## Properties
* structure (SMILES): CC(C)[C@@H](C)N
* HOMO-LUMO gap: 0.3645 Eh
* LUMO energy: 1.146 eV

Structure (XYZ):
```
19
C5H13N | the Open Molecules 2025 dataset | the ωB97M-V functional and the def2-TZVPD basis
C -0.04569 2.00518 0.23290
C 0.49413 0.57366 0.29064
C 0.38211 -0.05304 1.68973
C -0.10379 -0.33720 -0.78512
C 0.62442 -1.64703 -1.09787
N -1.55373 -0.48929 -0.66365
H -0.13157 2.25078 -0.83027
H -1.03090 2.08823 0.69286
H 0.60167 2.71180 0.75001
H 1.56910 0.60868 0.06966
H 1.08068 -0.85225 1.91576
H -0.66235 -0.35921 1.83936
H 0.53168 0.74505 2.42753
H -0.04859 0.25725 -1.70186
H 1.60721 -1.46174 -1.52926
H -0.02157 -2.18341 -1.79402
H 0.71002 -2.28368 -0.21452
H -1.94174 -0.84951 0.19302
H -2.06108 -0.72427 -1.48488
```

=====

<Q>
Here is a 3-piece molecular cluster, C5H13N overall from the Open Molecules 2025 dataset. Energies are from the ωB97M-V functional and the def2-TZVPD basis.

## Properties
* HOMO-LUMO gap: 0.1915 Eh
* LUMO energy: -1.584 eV

Structure (XYZ):
```
19
C5H13N | the Open Molecules 2025 dataset | the ωB97M-V functional and the def2-TZVPD basis
C 2.41300 0.32737 -0.47680
N 1.85145 -0.68243 0.37481
C -1.53931 -0.74513 -0.57059
C -1.50727 0.14955 0.70341
C -1.08105 0.74686 -0.66845
C -0.48809 -0.11683 1.67602
H 3.45917 0.09428 -0.63660
H 1.97233 0.38343 -1.50545
H 2.37484 1.32279 -0.07004
H 1.69833 -1.56563 -0.09371
H -2.47853 -0.84164 -1.06771
H -0.97995 -1.66098 -0.42928
H -2.46232 0.56257 1.05862
H 0.00810 0.79490 -0.87284
H -1.60785 0.39095 -2.32443
H -1.43731 1.77237 -0.64853
H -0.44255 0.66686 2.41816
H -0.61935 -1.11551 2.14625
H 0.86636 -0.48380 0.98719
```

=====

Which one is most stable, and which one is least stable? <P> is the most stable of them, while <Q> is the least stable.

=====

<P>
Here is a single C6H8N2O2 molecule from the Open Molecules 2025 dataset. Energies are from the ωB97M-V functional and the def2-TZVPD basis.

## Properties
* HOMO-LUMO gap: 0.3219 Eh
* LUMO energy: 0.164 eV

Structure (XYZ):
```
18
C6H8N2O2 | the Open Molecules 2025 dataset | the ωB97M-V functional and the def2-TZVPD basis
C 3.82552 -0.38763 -0.09855
C -0.65020 -0.68044 0.55301
C -0.77665 0.26337 -0.64590
C 0.62966 -0.19104 1.23675
C 0.66948 0.48997 -1.12377
C 1.51845 0.07248 0.05258
N 3.91324 1.04114 0.20880
N 2.92421 1.64275 0.41118
O 4.77129 -1.07716 -0.26392
O 2.55644 -0.78612 -0.16849
H -1.52166 -0.64263 1.20406
H -0.51427 -1.71233 0.21954
H -1.40058 -0.14466 -1.44005
H -1.21257 1.20853 -0.32037
H 0.43983 0.74776 1.75973
H 1.05780 -0.90108 1.94147
H 0.91001 -0.12706 -1.99180
H 0.85002 1.53209 -1.38779
```

=====

<Q>
Here is a 2-piece molecular cluster, C6H8N2O2 overall from the Open Molecules 2025 dataset. Energies are from the ωB97M-V functional and the def2-TZVPD basis.

## Properties
* HOMO-LUMO gap: 0.3518 Eh
* LUMO energy: 0.544 eV

Structure (XYZ):
```
18
C6H8N2O2 | the Open Molecules 2025 dataset | the ωB97M-V functional and the def2-TZVPD basis
C -0.98923 -0.17731 1.57102
C -2.35671 0.16228 1.26104
C -0.55606 -0.35344 0.26462
C 1.56307 -0.75367 0.20759
C 2.23377 0.50378 0.40614
C -1.20273 0.14004 -2.08645
N -2.58317 0.29950 -0.04719
N -1.45992 0.04554 -0.65232
O 2.15599 -0.15937 -0.90859
O 3.47596 0.58587 0.93776
H -0.65007 -0.60163 2.50344
H -3.19334 0.37242 1.84255
H 1.65734 -1.73695 0.76093
H 1.58471 1.33514 0.45151
H -2.05973 -0.42039 -2.68569
H -1.24336 1.22833 -2.34950
H -0.29615 -0.18692 -2.38065
H 3.91961 -0.28323 0.90379
```

=====

<R>
Here is a 2-piece molecular cluster, C6H8N2O2 overall from the Open Molecules 2025 dataset. Energies are from the ωB97M-V functional and the def2-TZVPD basis.

## Properties
* structure (SMILES): O=C1C=CCC=C1.[H]/N=N/O
* HOMO-LUMO gap: 0.3501 Eh
* LUMO energy: -0.203 eV

Structure (XYZ):
```
18
C6H8N2O2 | the Open Molecules 2025 dataset | the ωB97M-V functional and the def2-TZVPD basis
O 1.70885 -0.39574 -1.33415
C 0.56717 0.14624 -1.15920
C 0.52641 1.50346 -0.56112
C -0.55142 1.85629 0.08533
C -1.85440 1.00314 0.13656
C -1.81757 -0.04324 -1.01813
C -0.65853 -0.53313 -1.40435
H 1.41708 2.00012 -0.67406
H -0.62184 2.86344 0.63832
H -1.83289 0.44459 1.03966
H -2.73646 1.66210 0.00129
H -2.65076 -0.62947 -1.23770
H -0.47815 -1.49802 -1.81091
H 2.82919 -0.79638 0.16310
N 2.70384 -1.23266 1.14772
N 1.49532 -1.49013 1.17162
O 1.26496 -2.03873 2.45946
H 0.68920 -2.82188 2.35657
```

=====

<S>
Here is a 2-piece molecular cluster, C6H8N2O2 overall from the Open Molecules 2025 dataset. Energies are from the ωB97M-V functional and the def2-TZVPD basis.

## Properties
* structure (SMILES): O=c1cc[nH]c(=O)[nH]1.C=C
* HOMO-LUMO gap: 0.3708 Eh
* LUMO energy: 0.407 eV

Structure (XYZ):
```
18
C6H8N2O2 | the Open Molecules 2025 dataset | the ωB97M-V functional and the def2-TZVPD basis
O -3.21476 -2.00632 1.16867
C -2.11859 -1.63858 0.72319
C -1.77648 -1.41393 -0.67037
C -0.66716 -0.79186 -1.05206
N 0.28081 -0.31237 -0.06359
C 0.05838 -0.59527 1.28053
O 0.90783 -0.34267 2.13257
N -1.22075 -1.11752 1.62444
H -2.48408 -1.77509 -1.43375
H -0.48397 -0.42196 -2.07094
H 1.30732 -0.08372 -0.26177
H -1.30501 -1.26636 2.66363
C 1.63180 2.32369 -1.18806
C 1.96393 1.64001 -0.11941
H 0.61269 2.72669 -1.28968
H 2.29699 2.49582 -2.03639
H 1.24724 1.40827 0.63485
H 2.96382 1.17117 -0.04183
```

=====

Which one is most stable, and which one is least stable? <S> is the most stable of them, while <Q> is the least stable.

=====

<P>
Here is a 2-piece molecular cluster, C6H8N2O2 overall from the Open Molecules 2025 dataset. Energies are from the ωB97M-V functional and the def2-TZVPD basis.

## Properties
* HOMO-LUMO gap: 0.3108 Eh
* LUMO energy: 0.399 eV

Structure (XYZ):
```
18
C6H8N2O2 | the Open Molecules 2025 dataset | the ωB97M-V functional and the def2-TZVPD basis
C 2.66073 -0.43540 0.65594
C 1.43484 0.10403 1.11896
C 1.41789 -0.49940 -1.08198
C -1.64028 -1.12469 0.80999
C -1.42518 0.75706 -1.39239
C -0.71161 0.54212 -0.06468
N 2.60913 -0.83297 -0.64369
N 0.62961 0.13609 -0.00465
O -2.30336 -1.84418 0.13663
O -1.08154 1.59042 0.81507
H 3.52078 -0.68520 1.22481
H 0.96216 0.47632 2.12367
H 0.94474 -0.66549 -2.00960
H -1.39387 -1.04180 1.79205
H -1.24097 -0.16169 -2.01992
H -2.46428 0.71811 -1.24622
H -1.06691 1.58520 -1.98661
H -0.85185 1.38149 1.77260
```

=====

<Q>
Here is a single C6H8N2O2 molecule from the Open Molecules 2025 dataset. Energies are from the ωB97M-V functional and the def2-TZVPD basis.

## Properties
* structure (SMILES): O=C=NCCCCN=C=O
* HOMO-LUMO gap: 0.4019 Eh
* LUMO energy: 0.578 eV

Structure (XYZ):
```
18
C6H8N2O2 | the Open Molecules 2025 dataset | the ωB97M-V functional and the def2-TZVPD basis
O -0.69842 2.84529 -3.64306
C -0.41318 1.77892 -3.25370
N -0.06437 0.66968 -2.87678
C -0.39757 0.40439 -1.46034
C -0.06923 -1.00112 -1.13753
C -0.43215 -1.41685 0.30439
C 0.36851 -0.71241 1.33692
N -0.03535 -1.25367 2.62987
C 0.57099 -0.80149 3.61073
O 1.16404 -0.34618 4.53210
H 0.24438 1.04731 -0.80266
H -1.45962 0.73745 -1.32637
H -0.55990 -1.64609 -1.88140
H 0.99467 -1.20571 -1.32871
H -1.49721 -1.24380 0.51936
H -0.22232 -2.48666 0.39530
H 1.43279 -1.01981 1.25901
H 0.27610 0.40373 1.37864
```

=====

Which one is most stable, and which one is least stable? <Q> is the most stable of them, while <P> is the least stable.